Record 1
Entry from OMol25: a structure of composition C60H53FN3OP3RbSSi (ωB97M-V/def2-TZVPD).

```
124
Properties=species:S:1:pos:R:3:forces:R:3
Rb -0.3587 0.3343 -0.6261 0.128 -0.928 0.163
C -2.4338 6.3516 2.2591 0.008 -0.029 -0.029
C -2.5745 5.4127 1.2464 -0.012 0.025 -0.001
C -1.7919 4.2625 1.2312 0.081 0.055 -0.142
C -0.8635 4.0357 2.2478 0.045 -0.036 0.062
C -0.6978 5.0045 3.2352 -0.039 0.015 0.120
C -1.4802 6.1498 3.2482 0.005 0.009 0.007
P 0.0982 2.4589 2.1717 -0.006 0.090 0.183
C 1.6797 3.0511 2.9067 -0.053 -0.025 -0.013
C 1.9740 3.0098 4.2660 -0.015 0.005 0.030
C 3.1862 3.4878 4.7428 -0.008 0.006 -0.012
C 4.1262 4.0067 3.8648 -0.006 -0.007 -0.004
C 3.8456 4.0490 2.5057 0.025 -0.005 0.028
C 2.6313 3.5752 2.0343 0.037 -0.023 -0.041
C -0.5948 1.4897 3.5836 0.115 0.052 -0.083
C -1.5633 1.9980 4.4439 -0.041 -0.001 -0.024
C -2.0757 1.2238 5.4776 -0.008 0.009 -0.006
C -1.6011 -0.0651 5.6610 -0.009 -0.012 0.014
C -0.6294 -0.5727 4.8087 -0.015 -0.079 0.003
C -0.1017 0.1697 3.7469 0.072 0.041 -0.035
Si 0.9715 -0.5906 2.3375 0.058 0.011 0.033
C 0.9813 -2.4730 2.8283 -0.069 -0.020 -0.019
C 1.8134 -3.0264 3.8150 0.064 0.100 0.014
C 1.7453 -4.3578 4.1813 -0.022 -0.074 0.002
C 0.8237 -5.2032 3.5682 0.046 0.029 0.041
C 0.0049 -4.6966 2.5789 -0.014 -0.047 -0.042
C 0.0926 -3.3559 2.1946 -0.011 0.105 -0.079
P -0.9767 -2.7341 0.8217 -0.052 -0.206 0.124
C -2.6118 -3.2263 1.5085 0.109 -0.012 -0.038
C -3.3329 -4.3724 1.1923 -0.015 -0.064 -0.002
C -4.5569 -4.6299 1.7988 0.002 0.027 -0.005
C -5.0689 -3.7487 2.7385 -0.004 0.015 0.019
C -4.3484 -2.6078 3.0728 -0.041 -0.026 -0.010
C -3.1368 -2.3464 2.4575 0.003 0.052 0.010
C -0.6417 -3.9785 -0.4905 0.043 0.069 0.140
C -1.5601 -4.1940 -1.5176 -0.088 0.041 -0.051
C -1.2438 -4.9889 -2.6075 0.016 -0.005 0.002
C 0.0150 -5.5649 -2.7076 0.020 -0.008 0.002
C 0.9499 -5.3350 -1.7092 -0.023 -0.002 -0.026
C 0.6238 -4.5523 -0.6115 0.038 -0.024 0.010
C 2.8141 -0.2048 2.7789 0.046 -0.043 -0.076
C 3.2973 0.0361 4.0705 -0.061 0.012 0.030
C 4.6486 0.1409 4.3470 0.076 -0.005 -0.022
C 5.5778 -0.0164 3.3246 -0.034 0.017 0.047
C 5.1318 -0.2290 2.0332 0.050 0.019 -0.065
C 3.7672 -0.2891 1.7462 -0.113 -0.011 -0.026
P 3.1498 -0.4312 0.0068 0.016 0.022 -0.048
C 3.6969 1.1774 -0.7288 0.083 0.004 0.016
C 5.0323 1.5825 -0.7923 0.001 -0.025 0.001
C 5.3910 2.7893 -1.3683 -0.027 0.009 -0.001
C 4.4160 3.6244 -1.9023 -0.016 0.005 -0.010
C 3.0872 3.2395 -1.8527 0.003 0.026 0.050
C 2.7348 2.0280 -1.2684 -0.046 0.020 -0.004
C 4.3596 -1.5961 -0.7313 -0.013 0.065 0.114
C 4.7990 -1.4698 -2.0473 0.013 0.022 -0.042
C 5.5687 -2.4615 -2.6378 0.010 -0.021 -0.001
C 5.9075 -3.6034 -1.9263 0.000 -0.004 0.012
C 5.4669 -3.7451 -0.6168 0.009 -0.010 -0.029
C 4.7006 -2.7525 -0.0270 -0.006 -0.041 0.026
H -3.0406 7.2488 2.2631 -0.014 0.008 0.001
H -3.2712 5.5915 0.4342 -0.011 0.016 -0.003
H -1.8201 3.5818 0.3763 -0.054 -0.069 0.037
H 0.0464 4.8614 4.0100 -0.001 -0.006 -0.002
H -1.3418 6.8872 4.0296 0.000 0.012 0.005
H 1.2569 2.5820 4.9569 -0.014 0.006 0.000
H 3.4030 3.4370 5.8027 0.007 0.003 0.023
H 5.0790 4.3634 4.2353 0.017 0.005 0.007
H 4.5765 4.4351 1.8060 0.015 0.007 -0.002
H 2.4281 3.5977 0.9704 -0.024 -0.007 -0.016
H -1.9366 3.0036 4.3019 -0.024 0.030 0.011
H -2.8405 1.6275 6.1298 -0.012 0.013 0.006
H -1.9919 -0.6811 6.4632 0.000 -0.004 0.008
H -0.2855 -1.5906 4.9578 0.004 -0.009 0.018
H 2.5377 -2.3883 4.3112 -0.034 -0.012 -0.007
H 2.4052 -4.7402 4.9520 0.001 -0.012 0.007
H 0.7543 -6.2452 3.8565 -0.004 -0.008 -0.001
H -0.7053 -5.3506 2.0842 -0.008 -0.004 -0.003
H -2.9387 -5.0798 0.4732 0.001 0.001 0.007
H -5.1047 -5.5273 1.5386 -0.013 -0.010 -0.002
H -6.0224 -3.9490 3.2110 -0.008 -0.002 0.004
H -4.7325 -1.9129 3.8087 -0.018 0.007 0.013
H -2.5893 -1.4459 2.7169 0.033 -0.002 -0.011
H -2.5391 -3.7285 -1.4738 0.017 0.011 0.017
H -1.9785 -5.1447 -3.3871 -0.008 -0.007 -0.023
H 0.2693 -6.1745 -3.5651 0.004 -0.010 -0.011
H 1.9440 -5.7572 -1.7839 0.016 -0.014 -0.010
H 1.3693 -4.3794 0.1546 -0.003 0.014 0.018
H 2.5827 0.1334 4.8817 -0.016 -0.014 0.021
H 4.9842 0.3287 5.3607 0.000 0.007 0.015
H 6.6395 0.0358 3.5324 0.019 -0.003 0.003
H 5.8588 -0.3625 1.2408 0.002 -0.007 0.011
H 5.8063 0.9396 -0.3965 0.015 -0.005 -0.006
H 6.4338 3.0786 -1.4036 0.022 0.008 -0.002
H 4.6936 4.5684 -2.3543 0.011 0.012 -0.004
H 2.3106 3.8791 -2.2526 -0.008 0.012 -0.013
H 1.6821 1.7824 -1.2342 0.134 -0.036 -0.007
H 4.5352 -0.5902 -2.6223 -0.011 0.008 0.013
H 5.9001 -2.3408 -3.6616 0.009 -0.004 -0.015
H 6.5065 -4.3773 -2.3888 0.010 -0.012 -0.005
H 5.7196 -4.6322 -0.0494 0.008 -0.016 0.000
H 4.3613 -2.8779 0.9955 -0.011 0.017 0.004
N -5.3856 2.9238 0.7105 -0.082 0.003 -0.054
C -5.0034 1.6823 0.2560 0.058 0.061 0.097
C -3.7455 1.1632 0.6221 0.059 0.062 -0.004
N -3.3492 -0.0172 0.2243 0.119 -0.259 -0.023
C -4.1976 -0.7390 -0.5209 -0.151 0.155 -0.004
C -5.4320 -0.2331 -0.8620 0.037 -0.059 -0.030
N -5.8448 0.9851 -0.4894 -0.001 -0.019 -0.001
H -4.6404 3.5584 0.9544 0.005 -0.003 0.009
H -6.1541 3.3359 0.2062 0.023 -0.001 0.009
H -3.0663 1.7474 1.2322 0.044 0.041 -0.005
H -3.8773 -1.7239 -0.8375 0.013 -0.014 0.021
H -6.1185 -0.8174 -1.4644 -0.024 0.022 -0.003
F -1.3098 2.5010 -1.1008 -0.440 0.873 -0.288
C -0.5129 2.5821 -3.9870 -0.008 0.050 -0.001
S -1.1503 0.9323 -4.2649 0.231 -0.281 0.046
C -2.6834 1.1588 -3.3652 -0.022 0.033 0.026
O -0.2920 0.0084 -3.4409 -0.224 0.205 -0.247
H -1.1416 3.2919 -4.5260 -0.016 0.019 -0.023
H 0.4963 2.6022 -4.3938 0.041 0.002 0.017
H -0.5505 2.7725 -2.9067 0.013 0.021 0.020
H -3.3397 1.7899 -3.9652 -0.031 0.030 -0.014
H -2.4422 1.6344 -2.4046 -0.052 -0.012 0.031
H -3.1346 0.1753 -3.2459 0.003 -0.030 -0.006
```
Forces are in eV/Å.

Calculated values
- highest occupied orbital energy (eV) = -2.95
- net charge = -1
- ΔE to the lowest compared entry with this formula, charge and spin (kcal per mole) = 0.0
- E (eV) = -119553.33274
- multiplicity = 1

=====

Record 2
Entry from OMol25: the molecule C4H10O2 (ωB97M-V/def2-TZVPD).

```
16
Properties=species:S:1:pos:R:3:forces:R:3
C -1.5806 -0.7579 0.1830 -0.146 -0.008 0.086
C -0.4730 0.2257 -0.1783 -0.025 0.027 -0.046
C 0.5501 -0.5662 -0.9666 -0.318 -0.352 0.051
O 1.7457 0.1655 -1.2294 0.113 -0.287 0.133
C 0.1713 0.8598 1.0621 -0.332 -0.314 0.143
O 1.0287 1.9346 0.7607 0.139 0.015 -0.169
H -2.0175 -1.1961 -0.7219 0.020 0.075 0.166
H -1.1759 -1.5835 0.7845 -0.101 0.158 -0.055
H -2.3787 -0.2811 0.7551 0.026 -0.028 -0.050
H -0.8650 1.0430 -0.7972 -0.006 -0.104 0.052
H 0.1618 -0.9625 -1.9094 -0.195 0.150 0.052
H 0.8416 -1.4317 -0.3493 -0.300 0.000 -0.127
H 2.3379 -0.4128 -0.7545 1.163 0.456 -0.180
H -0.6091 1.2559 1.7216 0.071 -0.071 -0.086
H 0.6970 0.0674 1.6319 -0.053 0.139 -0.097
H 1.5655 1.6400 0.0077 -0.057 0.142 0.127
```
Forces are in eV/Å.

Calculated values
- highest occupied orbital energy (eV) = -10.00
- net charge = 0
- ΔE to the lowest compared entry with this formula, charge and spin (kcal per mole) = 20.7
- E (eV) = -8404.64792
- SMILES = CC(CO)CO
- multiplicity = 1